[1]
ORCA calculation (ωB97M-V with the def2-TZVPD basis set) on a molecular structure, C29H47FI2O5S2 at a distorted geometry.

CARTESIAN COORDINATES (ANGSTROEM)
C: -6.86 -3.54 4.21
C: -6.11 -3.15 3.36
C: -5.09 -2.76 2.28
C: -5.01 -1.17 2.08
C: -3.65 -0.90 1.29
C: -3.21 0.63 1.30
S: -1.99 0.61 2.73
O: -0.80 -0.18 2.40
O: -2.65 -0.08 3.84
F: -1.65 2.11 3.27
C: -4.24 1.74 1.81
O: -4.90 1.82 2.79
O: -4.21 2.79 0.85
C: -4.03 2.07 -0.43
S: -5.63 1.13 -0.52
C: -4.00 3.26 -1.46
I: -3.66 5.26 -0.64
C: -4.15 3.17 -2.83
C: -4.38 1.79 -3.53
I: -4.11 4.92 -4.09
C: -2.69 1.28 -0.09
C: -1.37 2.12 0.19
C: -0.80 2.92 -1.06
C: 0.76 2.59 -1.24
C: 1.56 3.57 -0.25
C: -2.27 0.27 -1.24
C: -1.12 -0.74 -0.85
C: -0.86 -1.71 -2.11
C: 0.50 -1.38 -2.85
C: 1.77 -1.68 -1.95
C: 3.09 -1.22 -2.75
C: 4.27 -1.07 -1.72
C: 4.88 -2.47 -1.23
C: 4.85 -2.59 0.36
C: 6.32 -2.45 0.98
C: 6.16 -2.06 2.51
C: 7.00 -0.79 2.96
O: 7.15 0.22 1.96
C: 5.97 1.03 1.85
H: -7.54 -3.84 5.02
H: -5.31 -3.20 1.26
H: -4.07 -3.12 2.58
H: -5.04 -0.69 3.09
H: -5.90 -0.89 1.45
H: -3.80 -1.32 0.26
H: -2.88 -1.56 1.79
H: -6.39 1.74 -1.49
H: -4.51 2.01 -4.63
H: -3.52 1.07 -3.46
H: -5.32 1.26 -3.22
H: -0.51 1.49 0.57
H: -1.66 2.91 0.95
H: -0.83 4.02 -0.82
H: -1.39 2.80 -2.01
H: 1.13 2.80 -2.28
H: 1.03 1.55 -0.92
H: 2.33 3.00 0.36
H: 2.10 4.38 -0.81
H: 0.87 4.03 0.52
H: -1.97 0.77 -2.20
H: -3.19 -0.35 -1.49
H: -0.13 -0.24 -0.65
H: -1.35 -1.41 0.01
H: -1.70 -1.58 -2.85
H: -0.81 -2.79 -1.77
H: 0.50 -0.33 -3.25
H: 0.60 -2.06 -3.75
H: 1.77 -1.07 -1.00
H: 1.83 -2.77 -1.65
H: 2.85 -0.19 -3.14
H: 3.27 -1.98 -3.56
H: 5.11 -0.50 -2.23
H: 3.98 -0.43 -0.83
H: 4.29 -3.30 -1.72
H: 5.97 -2.49 -1.53
H: 4.36 -3.56 0.71
H: 4.23 -1.77 0.83
H: 6.86 -1.69 0.36
H: 6.87 -3.43 0.84
H: 5.07 -1.95 2.79
H: 6.54 -2.94 3.11
H: 7.99 -1.16 3.36
H: 6.46 -0.33 3.85
H: 5.11 0.38 1.53
H: 5.75 1.64 2.77
H: 6.16 1.75 1.00

Results
* net charge: 0
* HOMO energy: -9.1 eV
* LUMO level: -0.0208 hartree
* E_tot: -3000.73684 hartree



[2]
ORCA calculation (ωB97M-V with the def2-TZVPD basis set) on a molecular structure, C29H48BBr37IN3O5P at a distorted geometry.

CARTESIAN COORDINATES (ANGSTROEM)
C: 8.96 -1.28 -0.01
C: 7.93 -0.59 0.81
O: 7.89 0.60 0.99
O: 7.06 -1.46 1.32
C: 5.68 -1.02 1.54
C: 4.84 -1.68 0.47
C: 3.48 -1.04 0.21
P: 1.79 -1.93 0.60
C: 1.05 -0.67 -0.72
C: -0.40 -0.65 -1.18
C: -0.52 -0.67 -2.68
Br: -1.38 1.02 -0.60
C: 0.11 -2.93 1.02
C: -0.18 -4.17 0.26
C: -0.78 -4.04 -1.12
I: -1.74 -5.39 1.42
C: 1.16 -0.76 2.04
C: 1.94 0.38 2.69
O: 3.27 -0.03 2.95
C: 1.86 1.75 1.99
N: 3.09 2.18 1.31
N: 2.65 -3.12 1.94
C: 2.99 -2.94 3.07
O: 3.40 -2.75 4.17
B: 2.45 -3.24 -0.84
O: 3.00 -4.46 -0.49
N: 2.46 -2.93 -2.33
C: 1.76 -3.97 -3.09
C: 3.82 -2.75 -2.80
H: 8.66 -1.23 -1.05
H: 9.05 -2.33 0.27
H: 9.91 -0.79 0.12
H: 5.40 -1.32 2.53
H: 5.61 0.06 1.50
H: 4.82 -2.75 0.70
H: 5.45 -1.58 -0.43
H: 3.41 -1.00 -0.88
H: 3.49 0.01 0.48
H: 1.63 -0.71 -1.63
H: 1.29 0.31 -0.33
H: -1.06 -1.40 -0.75
H: -1.53 -0.47 -3.01
H: -0.17 -1.63 -3.06
H: 0.12 0.09 -3.11
H: -0.77 -2.30 1.09
H: 0.29 -3.24 2.04
H: 0.60 -4.92 0.33
H: -0.57 -4.91 -1.73
H: -0.36 -3.18 -1.62
H: -1.85 -3.94 -1.09
H: 0.73 -1.37 2.83
H: 0.28 -0.28 1.62
H: 1.47 0.54 3.66
H: 3.64 0.56 3.62
H: 1.02 1.75 1.30
H: 1.61 2.48 2.76
H: 2.93 2.33 0.32
H: 3.38 3.09 1.66
H: 3.95 -4.52 -0.64
H: 2.33 -4.29 -3.95
H: 1.53 -4.84 -2.48
H: 0.81 -3.59 -3.47
H: 3.83 -2.25 -3.77
H: 4.40 -2.14 -2.11
H: 4.36 -3.70 -2.93
C: -0.87 -5.58 -5.83
Br: 0.37 -6.62 -4.81
Br: -1.99 -4.52 -4.69
Br: 0.04 -4.49 -7.13
H: -1.51 -6.26 -6.37
C: -1.67 4.74 2.71
Br: -0.23 5.26 1.55
Br: -1.88 2.84 2.78
Br: -1.44 5.46 4.47
H: -2.58 5.15 2.30
C: -4.71 5.35 6.40
Br: -4.78 6.63 4.97
Br: -4.54 3.56 5.74
Br: -3.30 5.76 7.64
H: -5.64 5.41 6.93
C: -0.74 2.77 6.88
Br: 0.95 2.66 6.00
Br: -1.76 1.16 6.63
Br: -0.57 3.23 8.73
H: -1.29 3.57 6.40
C: -5.66 -7.36 1.97
Br: -4.80 -6.66 3.52
Br: -6.59 -5.99 1.00
Br: -4.42 -8.29 0.82
H: -6.40 -8.08 2.28
C: 4.32 1.10 -3.52
Br: 5.68 0.41 -2.37
Br: 2.89 1.92 -2.54
Br: 5.02 2.31 -4.85
H: 3.89 0.26 -4.05
C: 2.68 5.33 -6.97
Br: 4.08 5.40 -8.29
Br: 1.91 3.59 -6.84
Br: 3.32 5.93 -5.25
H: 1.91 6.01 -7.28
C: -5.20 9.80 2.69
Br: -4.54 10.53 4.34
Br: -5.91 11.16 1.55
Br: -3.85 8.76 1.80
H: -6.01 9.13 2.94
C: 2.93 8.68 -2.46
Br: 2.83 10.59 -2.73
Br: 4.62 8.17 -1.71
Br: 1.47 8.04 -1.41
H: 2.85 8.22 -3.43
C: -10.40 -8.30 1.57
Br: -9.63 -7.47 3.12
Br: -11.38 -7.03 0.51
Br: -9.06 -9.18 0.53
H: -11.10 -9.04 1.92
C: -5.72 -7.31 -2.70
Br: -7.52 -7.82 -2.27
Br: -4.98 -8.40 -4.10
Br: -5.60 -5.44 -3.12
H: -5.12 -7.48 -1.81
C: -9.24 10.88 -1.25
Br: -9.32 9.36 -0.08
Br: -9.39 12.53 -0.29
Br: -7.66 10.84 -2.34
H: -10.09 10.81 -1.91

Results
* net charge: -1
* ΔE to the lowest compared entry with this formula, charge and spin: 0.0 kcal/mol
* HOMO energy: -4.2 eV
* LUMO level: 0.0287 hartree
* E_tot: -97576.58564 hartree



What did the first record say?
ORCA calculation (ωB97M-V with the def2-TZVPD basis set) on a molecular structure, C29H47FI2O5S2 at a distorted geometry.

CARTESIAN COORDINATES (ANGSTROEM)
C: -6.86 -3.54 4.21
C: -6.11 -3.15 3.36
C: -5.09 -2.76 2.28
C: -5.01 -1.17 2.08
C: -3.65 -0.90 1.29
C: -3.21 0.63 1.30
S: -1.99 0.61 2.73
O: -0.80 -0.18 2.40
O: -2.65 -0.08 3.84
F: -1.65 2.11 3.27
C: -4.24 1.74 1.81
O: -4.90 1.82 2.79
O: -4.21 2.79 0.85
C: -4.03 2.07 -0.43
S: -5.63 1.13 -0.52
C: -4.00 3.26 -1.46
I: -3.66 5.26 -0.64
C: -4.15 3.17 -2.83
C: -4.38 1.79 -3.53
I: -4.11 4.92 -4.09
C: -2.69 1.28 -0.09
C: -1.37 2.12 0.19
C: -0.80 2.92 -1.06
C: 0.76 2.59 -1.24
C: 1.56 3.57 -0.25
C: -2.27 0.27 -1.24
C: -1.12 -0.74 -0.85
C: -0.86 -1.71 -2.11
C: 0.50 -1.38 -2.85
C: 1.77 -1.68 -1.95
C: 3.09 -1.22 -2.75
C: 4.27 -1.07 -1.72
C: 4.88 -2.47 -1.23
C: 4.85 -2.59 0.36
C: 6.32 -2.45 0.98
C: 6.16 -2.06 2.51
C: 7.00 -0.79 2.96
O: 7.15 0.22 1.96
C: 5.97 1.03 1.85
H: -7.54 -3.84 5.02
H: -5.31 -3.20 1.26
H: -4.07 -3.12 2.58
H: -5.04 -0.69 3.09
H: -5.90 -0.89 1.45
H: -3.80 -1.32 0.26
H: -2.88 -1.56 1.79
H: -6.39 1.74 -1.49
H: -4.51 2.01 -4.63
H: -3.52 1.07 -3.46
H: -5.32 1.26 -3.22
H: -0.51 1.49 0.57
H: -1.66 2.91 0.95
H: -0.83 4.02 -0.82
H: -1.39 2.80 -2.01
H: 1.13 2.80 -2.28
H: 1.03 1.55 -0.92
H: 2.33 3.00 0.36
H: 2.10 4.38 -0.81
H: 0.87 4.03 0.52
H: -1.97 0.77 -2.20
H: -3.19 -0.35 -1.49
H: -0.13 -0.24 -0.65
H: -1.35 -1.41 0.01
H: -1.70 -1.58 -2.85
H: -0.81 -2.79 -1.77
H: 0.50 -0.33 -3.25
H: 0.60 -2.06 -3.75
H: 1.77 -1.07 -1.00
H: 1.83 -2.77 -1.65
H: 2.85 -0.19 -3.14
H: 3.27 -1.98 -3.56
H: 5.11 -0.50 -2.23
H: 3.98 -0.43 -0.83
H: 4.29 -3.30 -1.72
H: 5.97 -2.49 -1.53
H: 4.36 -3.56 0.71
H: 4.23 -1.77 0.83
H: 6.86 -1.69 0.36
H: 6.87 -3.43 0.84
H: 5.07 -1.95 2.79
H: 6.54 -2.94 3.11
H: 7.99 -1.16 3.36
H: 6.46 -0.33 3.85
H: 5.11 0.38 1.53
H: 5.75 1.64 2.77
H: 6.16 1.75 1.00

Results
* net charge: 0
* HOMO energy: -9.1 eV
* LUMO level: -0.0208 hartree
* E_tot: -3000.73684 hartree



Question: Among the records above, which one has the lowest E_tot?
Answer: C29H48BBr37IN3O5P



Question: What is the formula in the first record?
Answer: C29H47FI2O5S2